C18H24F12K2O10Pb2 | the ωB97M-V functional and the def2-TZVPD basis

XYZ file:
```
68
Properties=species:S:1:pos:R:3:forces:R:3:lowdin_charge:R:1
Pb 3.675329 0.146887 3.763578 -1.089 0.766 -0.911 1.641
Pb 0.178830 -0.142857 3.550859 -3.110 1.029 -2.053 1.562
K 3.886226 2.959519 0.501926 -0.010 0.652 -0.492 0.918
K 3.260475 -2.156856 0.708012 -0.207 -1.208 -1.418 0.806
O 2.157205 0.830254 1.785948 0.317 -1.042 2.189 -0.686
C 1.443636 0.763192 0.528822 0.681 0.352 -1.730 -0.328
C -0.016932 0.267187 0.322704 -0.148 -1.479 0.470 -0.295
O -0.889028 0.259762 1.416127 1.578 0.310 2.959 -0.317
H 2.077005 0.203071 -0.169534 -0.108 -0.428 -0.046 0.080
H 1.470589 1.735249 0.019992 -0.004 0.496 0.726 0.065
H -0.047932 -0.738638 -0.114301 0.570 -0.193 0.103 0.108
H -0.481574 0.838888 -0.490550 0.059 0.555 0.227 0.147
C 1.059561 0.263850 -4.608584 0.206 -0.607 0.194 -0.026
C 1.658601 -0.729900 -3.612052 -0.413 -0.210 0.030 -0.179
O 2.825855 -1.394043 -4.155850 0.224 0.572 -0.164 0.076
C 3.664047 -2.008668 -3.366057 -0.955 -0.366 -0.270 -0.362
O 3.476320 -2.202066 -2.178092 0.555 0.422 0.487 0.028
C 4.848679 -2.626805 -4.182298 -0.486 0.766 -0.224 -0.560
F 4.685079 -3.937780 -4.152196 0.332 -0.192 0.068 0.210
F 4.840791 -2.191745 -5.433086 -0.059 -0.229 0.206 0.208
F 6.000369 -2.257791 -3.628188 0.113 -0.300 0.334 0.183
H 1.799199 0.823016 -5.179093 0.131 0.056 0.261 0.095
H 0.435220 0.939583 -4.023593 -0.076 0.131 -0.218 0.073
H 0.434532 -0.257178 -5.331523 -0.027 0.031 0.035 0.096
H 0.935603 -1.505332 -3.356892 -0.013 -0.074 -0.150 0.121
H 1.909219 -0.268744 -2.652831 0.401 0.195 -0.087 0.093
C -4.535100 3.316002 2.970078 -0.623 -0.370 0.025 -0.018
C -3.439463 2.375312 3.346813 1.654 1.007 -0.443 -0.198
O -3.918077 1.380939 4.244881 0.126 -2.184 1.032 0.116
C -3.097219 0.536572 4.792006 -0.665 1.945 -0.156 -0.309
O -1.865095 0.656016 4.714640 1.843 -0.916 -1.110 -0.117
C -3.742993 -0.466975 5.786164 0.182 2.060 0.596 -0.547
F -4.057573 -1.555995 5.144708 -0.136 -0.822 0.151 0.239
F -2.837588 -0.670163 6.770112 -0.758 -0.422 -0.776 0.175
F -4.800631 0.168660 6.281546 0.216 -0.943 0.064 0.222
H -5.192550 3.427166 3.833180 0.067 0.278 0.022 0.108
H -5.159232 2.930614 2.165308 0.123 0.186 -0.133 0.099
H -4.083632 4.277729 2.735502 -0.257 0.028 -0.203 0.088
H -2.658051 2.955120 3.849820 -0.086 -0.186 0.362 0.133
H -2.903363 1.872932 2.535049 -0.426 -0.083 -0.222 0.121
C 0.492479 4.224402 -1.119797 0.038 0.005 -0.557 -0.065
C -0.921448 4.544142 -1.635008 -0.136 0.308 0.116 -0.184
O -1.364466 5.567074 -0.776456 0.690 0.964 2.290 -0.010
C -2.570970 6.130518 -0.862096 -0.223 -0.823 -2.825 -0.367
O -3.312639 5.850935 -1.761279 -0.347 0.279 0.865 0.202
C -2.765012 7.238190 0.166103 -0.460 0.904 -0.500 -0.556
F -3.879737 7.926516 -0.024153 -0.138 -0.822 0.174 0.209
F -2.771164 6.669053 1.380148 0.184 0.319 0.309 0.159
F -1.784442 8.131411 0.029781 0.571 -0.385 0.573 0.188
H 1.216746 4.964321 -1.464048 -0.132 0.095 -0.147 0.088
H 0.813950 3.252210 -1.505963 0.009 -0.093 -0.004 0.053
H 0.536958 4.256619 -0.028793 -0.321 -0.206 0.084 0.073
H -1.621372 3.710496 -1.549854 0.160 -0.154 -0.218 0.130
H -0.940800 4.956718 -2.644609 0.173 -0.452 -0.159 0.147
C 2.327453 -7.926204 -0.497904 -0.078 1.445 -1.111 -0.030
C 1.251399 -7.432817 0.475206 0.708 -1.748 1.527 -0.154
O 0.440780 -6.334893 -0.005790 -0.611 0.758 -1.462 0.083
C 0.904695 -5.126623 -0.158359 1.196 -1.187 2.220 -0.372
O 1.959765 -4.742839 0.333069 -0.135 0.821 -0.578 0.038
C -0.080832 -4.091069 -0.712874 0.111 -0.448 -1.317 -0.542
F 0.568251 -3.196406 -1.505015 0.059 -0.236 0.376 0.126
F -1.048947 -4.626423 -1.412227 -0.149 0.133 0.215 0.238
F -0.564418 -3.387802 0.313761 -0.330 0.298 0.517 0.161
H 3.154994 -8.535652 -0.141825 -0.390 0.008 0.748 0.096
H 2.785190 -7.013309 -0.892789 0.352 -0.017 0.087 0.068
H 1.982241 -8.409127 -1.412304 -0.621 -0.197 0.335 0.092
H 1.638529 -7.210986 1.472948 0.576 0.827 -0.338 0.125
H 0.556479 -8.204439 0.807072 -0.475 0.020 -0.951 0.136
```
Positions in Å, forces in eV/Å.

Output
Energy relative to the best compared isomer or geometry (same formula, charge and spin): 0.0 kcal/mol
Maximum force: 3.87 eV/Å
E_tot: -4235.0882 a.u.
Orbital gap: 1.66 eV
Net charge: +4
HOMO energy: -0.6687 Ha

---

C18H24F3N3O4P | the ωB97M-V functional and the def2-TZVPD basis

XYZ file:
```
53
Properties=species:S:1:pos:R:3:forces:R:3:lowdin_charge:R:1
C -4.706577 -4.252922 -1.236449 0.529 -0.057 -0.208 -0.053
C -3.168117 -3.881773 -1.328700 -1.322 0.995 -0.418 -0.365
C -2.790936 -2.578407 -2.189253 -0.431 -0.900 -0.197 -0.233
O -1.470398 -2.249813 -1.693577 -1.629 -0.526 0.054 -0.372
P -1.658310 -2.251776 0.048745 0.454 0.283 -2.351 0.576
C -0.420209 -3.708085 0.354312 0.564 0.332 -1.710 -0.184
O -0.873693 -4.728070 1.287608 1.740 1.221 1.330 0.007
C -0.488640 -4.528653 2.573679 -2.229 -1.657 0.455 -0.575
F 0.188517 -3.363425 2.814741 -0.106 -1.752 0.063 0.084
F -1.636821 -4.493498 3.381193 2.037 0.090 -0.985 0.102
F 0.227250 -5.646654 3.025155 -0.621 2.323 -0.527 0.104
O -1.839593 -1.799661 1.758802 -3.625 0.158 1.238 -0.289
C -3.162684 -1.569187 1.987885 0.916 -1.201 1.083 -0.408
N -4.285679 -1.521065 2.324253 2.179 0.438 -0.820 0.142
O -2.857706 -3.510253 0.043188 0.731 0.769 -1.335 -0.289
H -5.228088 -3.375503 -0.751238 0.488 -1.009 -0.621 0.088
H -5.169607 -4.501334 -2.236420 0.518 0.345 0.985 0.078
H -4.823722 -5.154722 -0.563289 0.157 1.054 -0.730 0.086
H -2.532025 -4.706575 -1.782275 -0.606 0.595 1.060 0.144
H -2.768600 -2.735379 -3.314226 0.234 -0.174 1.372 0.124
H -3.590198 -1.776349 -2.040078 1.172 -0.659 0.244 0.113
H -0.588933 -1.246433 0.026609 0.462 -0.102 0.242 0.007
H -2.601900 -1.181762 -0.184933 -0.074 -0.354 0.247 0.049
H 0.635132 -3.335985 0.521866 -1.027 -0.596 0.301 0.098
H -0.381715 -4.227537 -0.656736 -0.187 0.575 1.339 0.111
C 0.737301 -0.615927 3.178195 -0.127 -0.174 0.036 0.048
N 1.111800 0.404721 2.180359 0.178 0.256 0.018 -0.054
C 0.132125 1.072007 1.547449 -0.001 -0.053 -0.206 0.024
C 0.432783 2.062909 0.629879 -0.060 0.134 -0.140 0.062
C 1.759062 2.383991 0.357125 -0.239 -0.529 0.524 -0.144
C 2.748794 1.654196 1.017229 0.202 0.023 0.043 0.045
C 2.402705 0.668444 1.922926 -0.068 0.301 -0.345 0.028
C 2.120080 3.471335 -0.575176 0.212 0.368 -0.334 -0.126
C 2.899021 4.546962 -0.148767 0.127 0.082 0.054 0.056
C 3.273476 5.535926 -1.038953 -0.134 -0.334 0.155 0.024
N 2.896133 5.473485 -2.328395 0.025 0.035 0.229 -0.084
C 2.123608 4.462523 -2.769373 -0.048 -0.240 0.314 0.025
C 1.722485 3.455091 -1.912009 -0.105 0.001 -0.230 0.067
C 3.341831 6.509845 -3.285095 -0.050 -0.055 -0.122 0.045
H 0.098893 -1.342829 2.676609 -0.085 0.190 0.164 0.068
H 0.204785 -0.115865 3.987288 -0.024 -0.114 -0.069 0.126
H 1.628998 -1.104268 3.565450 -0.014 0.114 -0.107 0.109
H -0.890313 0.806581 1.794272 0.109 -0.155 -0.006 0.155
H -0.382595 2.593297 0.149732 0.044 -0.114 0.071 0.145
H 3.800197 1.844091 0.830035 -0.104 -0.050 0.043 0.138
H 3.151362 0.091224 2.450519 -0.168 -0.011 -0.003 0.153
H 3.220897 4.626784 0.883978 -0.025 0.004 -0.119 0.144
H 3.882093 6.377367 -0.731528 -0.068 -0.048 -0.139 0.153
H 1.847064 4.470431 -3.816838 0.065 0.060 0.078 0.159
H 1.116915 2.645352 -2.305550 0.052 0.077 0.034 0.150
H 2.458166 6.956503 -3.738898 0.128 0.007 -0.038 0.116
H 3.964405 6.022878 -4.035564 -0.065 0.148 -0.007 0.118
H 3.917354 7.271357 -2.762977 -0.082 -0.114 -0.007 0.106
```
Positions in Å, forces in eV/Å.

Output
Maximum force: 3.83 eV/Å
E_tot: -1806.0914 a.u.
Orbital gap: 3.91 eV
Net charge: +1
HOMO energy: -0.3519 Ha

---

C18H24FN5O2S | the ωB97M-V functional and the def2-TZVPD basis

XYZ file:
```
51
Properties=species:S:1:pos:R:3:forces:R:3:lowdin_charge:R:1
C 1.959471 -3.702213 -1.831980 0.057 0.087 0.222 -0.111
C 1.688182 -3.222526 -0.412156 -0.258 -0.119 -0.273 -0.281
C 0.213923 -3.363389 -0.038254 0.303 0.200 0.318 -0.182
C -0.107192 -2.766231 1.332063 -0.042 -0.681 -0.182 -0.178
N -0.099205 -1.313994 1.311851 -0.407 0.441 -0.220 -0.079
C 0.821059 -0.584877 2.003233 0.113 0.316 0.258 -0.769
S 2.221598 -1.263433 2.555894 0.533 -0.214 0.274 0.733
N 0.484654 0.728181 2.169994 -0.752 -0.589 -0.241 0.072
C 1.212346 1.797106 2.685704 0.419 0.447 0.228 -0.247
C 2.604285 1.850182 2.691262 -0.063 -0.008 -0.067 -0.051
C 3.255165 2.964923 3.184719 -0.144 0.333 0.133 -0.001
C 2.513120 4.028964 3.661296 -0.085 -0.099 -0.066 -0.284
F 3.150320 5.120337 4.138440 -0.024 -0.046 0.000 0.051
C 1.129868 4.008730 3.651360 0.295 0.130 0.034 -0.012
C 0.486186 2.891245 3.160539 0.129 -0.272 -0.072 -0.019
C -1.177996 -0.691574 0.627154 0.137 -0.041 0.018 -0.132
C -0.931165 0.027277 -0.525222 0.036 -0.262 0.486 -0.218
N 0.341373 0.237708 -0.948307 -0.216 0.002 -0.117 0.217
N -1.958016 0.615566 -1.216801 0.160 0.112 -0.037 0.058
C -1.718404 1.422452 -2.404872 -0.102 -0.011 -0.440 -0.149
C -1.576425 0.569749 -3.668303 0.019 0.255 0.027 -0.230
C -1.301233 1.445824 -4.883293 -0.030 -0.187 0.146 -0.100
C -3.288835 0.454547 -0.839794 0.101 -0.115 0.193 -0.470
O -4.196200 0.947651 -1.465063 -0.285 0.122 -0.215 0.094
N -3.483002 -0.287108 0.288692 -0.425 -0.137 0.191 0.215
C -2.520619 -0.888627 1.105633 0.175 0.258 -0.277 -0.414
O -2.858202 -1.498506 2.097873 -0.042 -0.075 0.152 0.084
H 3.013431 -3.596557 -2.076639 0.094 -0.029 -0.115 0.069
H 1.379410 -3.127690 -2.552861 -0.055 0.036 -0.118 0.064
H 1.686940 -4.749743 -1.936839 -0.025 -0.128 -0.088 0.072
H 2.003156 -2.181001 -0.312376 0.076 -0.021 0.114 0.070
H 2.289203 -3.800420 0.291045 0.059 0.106 0.082 0.110
H -0.412272 -2.882841 -0.796328 -0.072 -0.047 -0.065 0.108
H -0.049499 -4.421851 -0.020318 -0.084 -0.058 -0.053 0.119
H 0.632917 -3.091032 2.064719 -0.178 0.018 -0.068 0.074
H -1.098697 -3.088397 1.661466 0.082 0.084 0.021 0.119
H -0.506441 0.918864 2.067246 0.197 -0.048 -0.124 0.139
H 3.178814 1.018681 2.321692 -0.013 0.034 -0.005 0.041
H 4.332147 3.012322 3.199341 0.116 0.028 0.006 0.119
H 0.575077 4.854531 4.024810 -0.037 0.091 0.040 0.118
H -0.594306 2.860113 3.148495 -0.116 -0.007 0.018 0.114
H 0.516237 0.507488 -1.899339 -0.011 -0.012 0.001 0.098
H 1.051609 -0.323041 -0.502858 -0.002 0.018 0.002 0.095
H -0.840983 2.052927 -2.241610 -0.058 -0.011 0.026 0.129
H -2.592720 2.068501 -2.515018 0.229 -0.026 0.050 0.129
H -0.772661 -0.162464 -3.552408 -0.038 -0.071 0.039 0.101
H -2.505911 0.017775 -3.816271 0.018 -0.073 0.073 0.118
H -1.214634 0.834816 -5.777491 0.023 0.020 -0.117 0.074
H -0.375654 2.004094 -4.757546 0.095 0.090 -0.044 0.074
H -2.112122 2.154419 -5.028895 -0.070 0.118 -0.071 0.078
H -4.448095 -0.407459 0.576320 0.167 0.041 -0.077 0.173
```
Positions in Å, forces in eV/Å.

Output
SMILES: CCCCN(C(=S)Nc1ccc(F)cc1)c1c(N)n(CCC)c(=O)[nH]c1=O
Energy relative to the best compared isomer or geometry (same formula, charge and spin): 3.3 kcal/mol
Maximum force: 0.98 eV/Å
E_tot: -1622.7066 a.u.
Orbital gap: 8.51 eV
Net charge: 0
HOMO energy: -0.3005 Ha

---

C18H24FNO2 | the ωB97M-V functional and the def2-TZVPD basis

XYZ file:
```
46
Properties=species:S:1:pos:R:3:forces:R:3:lowdin_charge:R:1
C -1.664373 -0.346498 2.349269 -0.266 -0.042 -0.102 -0.049
C -2.540521 -0.461183 1.101236 0.421 0.166 -0.028 -0.291
C -2.485258 0.858717 0.308735 -0.578 0.151 0.121 -0.275
N -1.118630 1.225120 0.001932 -0.230 -0.518 -0.191 0.122
C -0.554805 2.354304 0.451600 0.520 0.197 -0.100 -0.492
O -1.138993 3.187504 1.117544 -0.088 0.254 0.216 0.051
C 0.919584 2.561202 0.090222 -0.119 0.153 0.007 -0.072
C 1.393465 1.910944 -1.221608 -0.126 -0.031 0.053 -0.108
C 1.804283 0.477305 -0.977752 -0.121 0.275 -0.226 -0.343
O 1.003671 -0.430677 -1.106650 0.038 -0.089 -0.042 0.065
C 3.193340 0.207157 -0.542058 0.314 -0.326 0.118 -0.147
C 3.604656 -1.128091 -0.498254 -0.063 0.180 0.007 0.002
C 4.881333 -1.467746 -0.102733 0.181 0.056 0.063 0.011
C 5.750007 -0.453027 0.262730 -0.174 0.109 -0.041 -0.265
F 6.997158 -0.767473 0.650577 -0.128 0.031 -0.038 0.073
C 5.370312 0.879026 0.242515 0.253 -0.134 0.076 0.007
C 4.091871 1.206445 -0.164332 -0.174 -0.221 -0.095 -0.014
C -3.319848 0.779551 -0.972905 0.230 0.025 0.001 -0.137
C -2.909115 -0.411039 -1.832161 -0.332 -0.029 0.104 -0.189
C -3.027659 -1.700236 -1.028939 0.378 0.123 -0.115 -0.172
C -2.147142 -1.659566 0.222404 -0.498 -0.175 0.113 -0.353
C -2.273844 -2.978585 0.983336 0.201 0.226 -0.127 -0.064
H -1.896796 -1.130446 3.064339 0.041 -0.080 0.102 0.073
H -0.611118 -0.419961 2.085395 0.137 -0.015 0.007 0.083
H -1.827142 0.614243 2.832924 0.023 0.099 0.098 0.084
H -3.581056 -0.598098 1.416882 -0.051 -0.021 -0.054 0.150
H -2.871899 1.668489 0.938542 0.068 -0.186 -0.090 0.146
H -0.575216 0.535386 -0.497609 0.205 0.138 -0.029 0.089
H 1.069942 3.641188 0.042942 -0.047 -0.094 0.078 0.124
H 1.507438 2.189330 0.934628 0.001 0.077 0.031 0.126
H 0.578872 1.926988 -1.948695 0.110 -0.062 -0.013 0.129
H 2.228543 2.475909 -1.633982 -0.023 -0.017 0.003 0.112
H 2.897754 -1.891688 -0.785978 -0.040 -0.046 -0.012 0.122
H 5.209745 -2.494333 -0.071335 0.056 -0.092 0.004 0.122
H 6.074625 1.638738 0.542533 0.080 0.050 0.035 0.121
H 3.800804 2.244433 -0.168065 -0.042 0.117 -0.025 0.113
H -4.371415 0.680224 -0.696579 -0.084 0.007 0.006 0.119
H -3.206148 1.711119 -1.531058 -0.061 0.050 0.045 0.117
H -1.879411 -0.291033 -2.174420 0.083 0.010 -0.098 0.106
H -3.547747 -0.462406 -2.716676 0.085 0.024 -0.064 0.110
H -2.735055 -2.549064 -1.650593 -0.056 -0.087 0.015 0.115
H -4.068996 -1.848160 -0.731086 -0.092 -0.070 0.030 0.122
H -1.104136 -1.546618 -0.091431 0.052 0.045 -0.014 0.128
H -2.082792 -3.814856 0.314012 0.010 -0.124 -0.033 0.077
H -3.277410 -3.089751 1.389762 -0.139 -0.032 0.068 0.085
H -1.560858 -3.032794 1.800845 0.045 -0.074 0.134 0.070
```
Positions in Å, forces in eV/Å.

Output
SMILES: C[C@H]1[C@@H](NC(=O)CCC(=O)c2ccc(F)cc2)CCC[C@@H]1C
Energy relative to the best compared isomer or geometry (same formula, charge and spin): 0.0 kcal/mol
Maximum force: 0.61 eV/Å
E_tot: -1005.4467 a.u.
Orbital gap: 9.08 eV
Net charge: 0
HOMO energy: -0.3409 Ha